(1)
The following is a DFT calculation (ωB97M-V with the def2-TZVPD basis set) of a single CH4N2O2 molecule at a distorted geometry.

Structure (XYZ):
```
9
Properties=species:S:1:pos:R:3:forces:R:3
C 0.177813 0.291113 -0.399592 -0.2862 -2.1982 -2.2832
N 0.953119 -1.004850 -0.245175 -5.7003 0.9810 -2.3289
N -0.963344 0.545061 0.589038 1.7615 0.6691 -0.8813
O -1.396191 -0.339640 1.245194 -0.5143 -1.5541 0.9723
O -1.374544 1.669919 0.543181 -0.6405 1.2500 0.1372
H 0.867334 1.144569 -0.460907 -0.3330 -0.3534 0.6796
H -0.479661 0.435343 -1.388662 1.6453 -0.9746 1.8063
H 0.439451 -1.909486 -0.056735 0.9296 2.0388 -0.1132
H 1.776023 -0.832028 0.173658 3.1378 0.1413 2.0112
```
Forces are in eV/Å.

Molecular weight: 76.1 g mol⁻¹
Relative energy (zero: lowest compared OMol25 entry of this formula, charge and spin): 306.6 kJ/mol
Total charge: 0
Maximum force: 6.235 eV/Å
Kohn-Sham gap: 0.3919 hartree
HOMO energy: -10.08 eV
SMILES string: NC[N+](=O)[O-]

These are the Mulliken partial charges, in e, on atoms 1 to 5: -0.3492 -0.4396 0.8701 -0.5405 -0.5474

---

(2)
The following is a DFT calculation (ωB97M-V with the def2-TZVPD basis set) of a single CH4N2O2 molecule at a distorted geometry.

Structure (XYZ):
```
9
Properties=species:S:1:pos:R:3:forces:R:3
C 1.307907 0.333962 -0.148969 -2.7872 2.3472 2.7532
N -2.088125 -0.791500 -0.003034 0.5222 -0.4269 -0.0677
N -1.157471 -0.031162 0.335103 0.9639 -2.3610 -2.3587
O -1.071800 0.772172 1.168809 -0.0223 2.3391 2.1140
O 0.032827 -0.255188 -0.498357 -0.0599 -0.5221 -0.8830
H 1.318141 0.223350 1.042612 0.9070 0.5235 -2.7071
H 1.313507 1.443875 -0.513734 0.1314 -1.8840 1.0214
H 1.991916 -0.219477 -0.731957 0.9148 -0.7570 -0.1157
H -1.646905 -1.476031 -0.650475 -0.5699 0.7411 0.2435
```
Forces are in eV/Å.

Molecular weight: 76.1 g mol⁻¹
Relative energy (zero: lowest compared OMol25 entry of this formula, charge and spin): 411.4 kJ/mol
Total charge: 0
Maximum force: 4.567 eV/Å
Kohn-Sham gap: 0.4189 hartree
HOMO energy: -10.50 eV
SMILES string: [H]/N=[N+](/[O-])OC

These are the Mulliken partial charges, in e, on atoms 1 to 5: -0.4165 -0.7782 1.1980 -0.6035 -0.3793

---

(3)
The following is a DFT calculation (ωB97M-V with the def2-TZVPD basis set) of a 2-piece molecular cluster, CH4N2O2 overall at a distorted geometry.

Structure (XYZ):
```
9
Properties=species:S:1:pos:R:3:forces:R:3
C -1.090954 -0.223599 0.388875 -1.3654 -0.4814 -2.3521
N 2.077024 1.347730 0.017511 -0.1374 -1.7414 0.3749
N 2.056188 0.217011 0.004914 0.4775 5.9620 -0.2718
O 2.105688 -0.916814 -0.098309 -0.1445 -4.1205 -0.0747
O -0.713277 0.745683 -0.616140 0.3135 -0.5661 0.8447
H -0.585886 -1.185438 0.282193 0.2905 -0.0120 -0.3119
H -2.195141 -0.454401 0.139658 1.3732 0.4961 1.6671
H -0.728452 0.177473 1.299515 -0.7478 0.4429 1.2276
H -0.925186 0.292352 -1.418219 -0.0596 0.0206 -1.1039
```
Forces are in eV/Å.

Molecular weight: 76.1 g mol⁻¹
Relative energy (zero: lowest compared OMol25 entry of this formula, charge and spin): 234.5 kJ/mol
Total charge: 0
Maximum force: 5.987 eV/Å
Kohn-Sham gap: 0.4166 hartree
HOMO energy: -10.45 eV
SMILES string: N#[N+][O-].CO

These are the Mulliken partial charges, in e, on atoms 1 to 5: -0.6164 -0.2608 0.7975 -0.5313 -0.4799

---

(4)
The following is a DFT calculation (ωB97M-V with the def2-TZVPD basis set) of a 2-piece molecular cluster, CH4N2O2S overall at a distorted geometry.

Structure (XYZ):
```
10
Properties=species:S:1:pos:R:3:forces:R:3
C -1.788068 -0.102869 0.101174 3.0478 -0.8666 -0.1476
N -0.945202 0.816486 -0.052844 0.3426 1.7607 -0.1601
N 2.080508 -0.506592 -0.075800 1.6216 -0.0124 0.0198
O 3.254123 -0.786912 0.049753 -2.9470 1.2110 -0.1954
O 1.833641 0.840543 0.027293 -0.2932 0.5678 -0.1537
S -1.202295 -1.722806 0.069371 0.9329 -0.8740 -0.9998
H -2.757206 0.084658 0.377839 -2.5297 0.0677 0.5831
H -1.377634 1.713054 0.129277 -0.1600 0.3784 -0.2218
H 0.818443 1.108502 -0.117673 1.6942 -2.0827 0.3067
H 0.083687 -1.444068 -0.508387 -1.7091 -0.1500 0.9689
```
Forces are in eV/Å.

Molecular weight: 108.1 g mol⁻¹
Relative energy (zero: lowest compared OMol25 entry of this formula, charge and spin): 307.6 kJ/mol
Total charge: 0
Maximum force: 3.192 eV/Å
Kohn-Sham gap: 0.3816 hartree
HOMO energy: -9.87 eV
SMILES string: [H]/N=C/S.O=NO

These are the Mulliken partial charges, in e, on atoms 1 to 5: 0.0161 -0.5974 0.2308 -0.3888 -0.3771

---

(5)
The following is a DFT calculation (ωB97M-V with the def2-TZVPD basis set) of a single CH4N2O2S molecule at a distorted geometry.

Structure (XYZ):
```
10
Properties=species:S:1:pos:R:3:forces:R:3
C -1.445233 -0.309982 -0.462053 2.7114 -0.0764 1.4856
N 0.334661 0.648236 1.056489 1.3944 1.1535 0.3277
N -0.215004 0.482897 -0.386763 3.1531 0.0505 -0.1192
O 2.417325 0.590056 -0.506115 1.3694 0.9982 -0.4250
O 1.603601 -1.521356 0.393124 -0.1220 -2.3044 0.5816
S 1.406555 -0.173923 0.096158 -4.5288 2.3460 -1.0887
H -1.621776 -0.286497 -1.524153 -0.8855 -0.4823 -0.0589
H -1.139788 -1.237718 0.016969 -0.9355 -0.8714 -0.5764
H -2.096014 0.183408 0.231242 -1.0509 0.3063 -0.2442
H 0.755670 1.624879 1.085101 -1.1055 -1.1200 0.1175
```
Forces are in eV/Å.

Molecular weight: 108.1 g mol⁻¹
Relative energy (zero: lowest compared OMol25 entry of this formula, charge and spin): 340.5 kJ/mol
Total charge: 0
Maximum force: 5.215 eV/Å
Kohn-Sham gap: 0.3956 hartree
HOMO energy: -10.21 eV
SMILES string: CN1NS1(=O)=O

These are the Mulliken partial charges, in e, on atoms 1 to 5: -0.6130 -0.3189 -0.1824 -0.4804 -0.4604

---

(6)
The following is a DFT calculation (ωB97M-V with the def2-TZVPD basis set) of a 2-piece molecular cluster, CH4N2O2S overall at a distorted geometry.

Structure (XYZ):
```
10
Properties=species:S:1:pos:R:3:forces:R:3
C -0.162972 0.177459 -0.181183 1.7302 0.3436 4.4614
N 0.344271 -0.769918 -1.051103 -1.6026 0.1090 -0.1495
N -1.634399 0.255942 -0.046866 0.3053 -3.7018 -1.2635
O -2.115606 1.345272 -0.061159 -1.2012 0.5959 0.5736
O -2.189771 -0.852928 -0.107383 0.0545 1.7632 0.4454
S 0.316629 1.918662 -0.168865 1.0188 -0.4810 -1.0376
H 0.421526 -0.189933 1.489212 -1.5827 0.3964 -2.9660
H 0.180638 -1.754473 -0.849356 -0.4772 0.5062 0.2368
H 1.302291 -0.622083 -1.132906 1.8727 0.2386 -0.4571
H 1.614795 1.581923 -0.339446 -0.1179 0.2299 0.1563
```
Forces are in eV/Å.

Molecular weight: 108.1 g mol⁻¹
Relative energy (zero: lowest compared OMol25 entry of this formula, charge and spin): 553.7 kJ/mol
Total charge: 0
Maximum force: 4.798 eV/Å
Kohn-Sham gap (alpha / beta): 0.2941 / 0.2940 hartree
HOMO energy (alpha / beta): -8.95 / -8.95 eV

These are the Mulliken partial charges, in e, on atoms 1 to 5: -0.1318 -0.4451 1.0034 -0.5632 -0.5653

---

(7)
The following is a DFT calculation (ωB97M-V with the def2-TZVPD basis set) of a 2-piece molecular cluster, CH4N2O2S overall at a distorted geometry.

Structure (XYZ):
```
10
Properties=species:S:1:pos:R:3:forces:R:3
C -1.249381 -0.431071 0.554956 -1.4400 -1.0347 2.1051
N -0.539076 0.043137 -0.436194 -1.4202 1.0311 -1.6868
N -2.516435 0.027444 0.662258 3.4205 1.6671 -2.8526
O 4.358278 0.982065 -0.629288 0.3793 -0.5432 1.0661
O 2.850430 -0.740617 0.133706 0.5054 -0.1530 0.6245
S 4.066795 -0.013629 0.379960 -0.9287 0.6824 -1.7225
H -1.127623 0.495061 -1.188155 1.3063 -0.3731 0.3665
H 0.159972 -0.612257 -0.712813 0.7104 0.2625 -0.4444
H -2.916134 0.664337 -0.025712 -0.1912 -0.0445 0.0786
H -3.086823 -0.414471 1.261280 -2.3418 -1.4946 2.4656
```
Forces are in eV/Å.

Molecular weight: 108.1 g mol⁻¹
Relative energy (zero: lowest compared OMol25 entry of this formula, charge and spin): 156.3 kJ/mol
Total charge: 0
Maximum force: 4.756 eV/Å
Kohn-Sham gap: 0.2470 hartree
HOMO energy: -8.01 eV

These are the Mulliken partial charges, in e, on atoms 1 to 5: -0.3620 -0.2821 -0.2473 -0.3697 -0.3272

---

(8)
The following is a DFT calculation (ωB97M-V with the def2-TZVPD basis set) of a single CH4N2O2S molecule at a distorted geometry.

Structure (XYZ):
```
10
Properties=species:S:1:pos:R:3:forces:R:3
C -0.090679 -0.562592 0.322600 0.3870 0.6380 -0.9784
H -1.384113 2.000421 -0.619511 -0.0853 -0.2281 -0.3752
H -1.997330 -0.807754 -0.240310 -0.5384 -0.2316 0.1211
H 1.188380 0.755148 -0.767145 -0.7009 -0.6797 1.0150
H 1.742060 -0.801697 1.348478 0.8369 0.3134 -0.4226
N -1.180510 -0.296907 -0.491392 0.4376 -0.0891 0.2641
N 0.965022 0.328473 0.155864 -0.3941 0.3513 -1.0601
O -0.052522 -1.472812 1.136371 0.0107 0.5467 -0.2642
O 2.140647 -0.147522 0.708084 -0.0577 -0.8686 1.2253
S -1.330957 1.005242 -1.553040 0.1041 0.2479 0.4751
```
Forces are in eV/Å.

Molecular weight: 108.1 g mol⁻¹
Relative energy (zero: lowest compared OMol25 entry of this formula, charge and spin): 108.1 kJ/mol
Total charge: 0
Maximum force: 1.503 eV/Å
Kohn-Sham gap: 0.3648 hartree
HOMO energy: -9.35 eV
SMILES string: O=C(NO)NS

These are the Mulliken partial charges, in e, on atoms 1 to 5: 0.5989 0.1719 0.2628 0.2670 0.3451

---

(9)
The following is a DFT calculation (ωB97M-V with the def2-TZVPD basis set) of a single CH4N2O2S molecule at a distorted geometry.

Structure (XYZ):
```
10
Properties=species:S:1:pos:R:3:forces:R:3
C -1.688385 0.428312 -0.708820 1.6650 1.0658 -0.7527
N 2.415114 0.021537 0.659253 2.4550 0.4551 -0.6678
N 2.692749 0.410314 1.712869 -0.6960 -0.4466 -0.4932
O -1.130202 -1.612352 0.778307 -0.5479 -1.3013 0.7282
O 1.048041 -0.370344 -0.026530 1.1485 -0.2188 0.4535
S -0.607515 -0.246700 0.668784 -1.2778 1.7315 -1.7221
H -1.700594 1.488590 -1.056630 0.3918 -0.7715 1.0107
H -1.492483 -0.208240 -1.562506 0.3652 -0.1849 -0.0103
H -2.522929 0.116294 -0.232818 -3.4567 -0.4482 0.7080
H 2.986204 -0.027412 -0.231909 -0.0470 0.1189 0.7457
```
Forces are in eV/Å.

Molecular weight: 108.1 g mol⁻¹
Relative energy (zero: lowest compared OMol25 entry of this formula, charge and spin): 416.3 kJ/mol
Total charge: 0
Maximum force: 3.557 eV/Å
Kohn-Sham gap (alpha / beta): 0.2285 / 0.2286 hartree
Spin multiplicity: 3
HOMO energy (alpha / beta): -5.43 / -9.20 eV

These are the Mulliken partial charges, in e, on atoms 1 to 5: -0.7812 0.3591 -0.4373 -0.3714 -0.4366

---

(10)
The following is a DFT calculation (ωB97M-V with the def2-TZVPD basis set) of a single CH4N2O3 molecule.

Structure (XYZ):
```
10
Properties=species:S:1:pos:R:3:forces:R:3
N -0.154962 0.179381 -0.781871 -0.3592 0.3177 -0.8306
C -0.348819 -0.501031 0.442636 0.1391 0.1917 0.0380
N -0.339060 0.310948 1.513816 0.0810 0.1964 0.2667
O 0.891646 1.126640 -0.712807 0.2233 -0.4926 0.2436
O 0.053195 -0.699896 -1.838275 0.2064 0.0315 -0.0234
O -0.587970 -1.687841 0.444427 0.0045 -0.2187 -0.0055
H 0.760027 1.712775 -1.472058 -0.3118 -0.1901 0.1504
H 0.171664 -1.590590 -1.449946 0.0039 0.2415 0.2336
H -0.460701 -0.097876 2.423028 0.0307 -0.0444 -0.0702
H 0.014981 1.247488 1.431051 -0.0179 -0.0330 -0.0025
```
Forces are in eV/Å.

Molecular weight: 92.1 g mol⁻¹
Relative energy (zero: lowest compared OMol25 entry of this formula, charge and spin): 17.5 kJ/mol
Total charge: 0
Maximum force: 0.959 eV/Å
Kohn-Sham gap: 0.3766 hartree
HOMO energy: -9.56 eV
SMILES string: NC(=O)N(O)O

These are the Mulliken partial charges, in e, on atoms 1 to 5: 0.1725 0.4757 -0.3455 -0.4659 -0.3698

---

(11)
The following is a DFT calculation (ωB97M-V with the def2-TZVPD basis set) of a single CH4N2O3 molecule at a distorted geometry.

Structure (XYZ):
```
10
Properties=species:S:1:pos:R:3:forces:R:3
C -0.451736 -0.331160 -0.527684 2.8290 3.1752 0.8966
N 0.864708 0.062789 0.168560 -2.3774 0.1874 -2.7669
N -0.192933 1.085820 -2.506854 -0.3228 -1.9150 3.0429
O -0.032485 1.914171 -1.693605 0.2357 2.0234 1.3129
O -0.242026 1.143474 -3.657803 -0.0959 -0.5511 -2.6396
O -0.364670 -0.252166 -1.923544 0.1352 -0.5361 -1.9546
H -0.609761 -1.298453 -0.239549 -0.5560 -2.7749 -0.1514
H -1.294982 0.242012 -0.207028 -0.4083 0.6959 0.3919
H 1.024875 -0.558742 0.894126 0.4442 -1.7132 1.4910
H 0.679900 0.923130 0.611949 0.1164 1.4085 0.3771
```
Forces are in eV/Å.

Molecular weight: 92.1 g mol⁻¹
Relative energy (zero: lowest compared OMol25 entry of this formula, charge and spin): 243.0 kJ/mol
Total charge: 0
Maximum force: 4.346 eV/Å
Kohn-Sham gap: 0.4155 hartree
HOMO energy: -10.54 eV
SMILES string: NCO[N+](=O)[O-]

These are the Mulliken partial charges, in e, on atoms 1 to 5: -0.2824 -0.5462 1.1021 -0.5184 -0.5559

---

(12)
The following is a DFT calculation (ωB97M-V with the def2-TZVPD basis set) of CH4N2O3 as an isolated structure at a distorted geometry.

Structure (XYZ):
```
10
Properties=species:S:1:pos:R:3:forces:R:3
C 0.749702 0.084954 -0.552378 -0.8852 -2.9588 -1.6439
N 1.364966 -0.107333 0.699846 1.0366 0.0626 -1.2622
N -1.897609 -0.113557 -0.025484 3.5055 0.3456 0.0493
O -2.742987 0.559084 0.400261 -0.3472 1.1778 -0.5381
O -1.676532 -1.259667 0.027326 -0.0431 -1.1603 -0.4003
O -0.486164 0.744705 -0.659987 -2.1967 0.5570 0.9462
H 1.451216 0.613633 -1.174905 -0.0174 0.8579 -0.3414
H 0.687051 -0.897179 -1.140657 -0.2059 0.8287 1.0649
H 0.797314 -0.363767 1.432817 -1.8211 -1.2770 1.6231
H 1.753044 0.739131 0.993163 0.9746 1.5664 0.5024
```
Forces are in eV/Å.

Molecular weight: 92.1 g mol⁻¹
Relative energy (zero: lowest compared OMol25 entry of this formula, charge and spin): 301.7 kJ/mol
Total charge: 0
Maximum force: 3.523 eV/Å
Kohn-Sham gap: 0.3525 hartree
HOMO energy: -10.24 eV

These are the Mulliken partial charges, in e, on atoms 1 to 5: -0.2910 -0.4944 1.0103 -0.4471 -0.4139

---

Copy entry 7 word for word.
The following is a DFT calculation (ωB97M-V with the def2-TZVPD basis set) of a 2-piece molecular cluster, CH4N2O2S overall at a distorted geometry.

Structure (XYZ):
```
10
Properties=species:S:1:pos:R:3:forces:R:3
C -1.249381 -0.431071 0.554956 -1.4400 -1.0347 2.1051
N -0.539076 0.043137 -0.436194 -1.4202 1.0311 -1.6868
N -2.516435 0.027444 0.662258 3.4205 1.6671 -2.8526
O 4.358278 0.982065 -0.629288 0.3793 -0.5432 1.0661
O 2.850430 -0.740617 0.133706 0.5054 -0.1530 0.6245
S 4.066795 -0.013629 0.379960 -0.9287 0.6824 -1.7225
H -1.127623 0.495061 -1.188155 1.3063 -0.3731 0.3665
H 0.159972 -0.612257 -0.712813 0.7104 0.2625 -0.4444
H -2.916134 0.664337 -0.025712 -0.1912 -0.0445 0.0786
H -3.086823 -0.414471 1.261280 -2.3418 -1.4946 2.4656
```
Forces are in eV/Å.

Molecular weight: 108.1 g mol⁻¹
Relative energy (zero: lowest compared OMol25 entry of this formula, charge and spin): 156.3 kJ/mol
Total charge: 0
Maximum force: 4.756 eV/Å
Kohn-Sham gap: 0.2470 hartree
HOMO energy: -8.01 eV

These are the Mulliken partial charges, in e, on atoms 1 to 5: -0.3620 -0.2821 -0.2473 -0.3697 -0.3272